1.
A structure of composition C34H54MoN4P2Si2 at a distorted geometry. Source: the OMol25 dataset; level of theory: ωB97M-V with the def2-TZVPD basis set.

```
97
Properties=species:S:1:pos:R:3:forces:R:3:lowdin_charge:R:1
Mo -0.086603 0.912233 0.678866 0.129 -1.297 2.153 1.075
C -1.274182 1.529735 -4.564117 -0.478 -0.266 -0.198 -0.093
C -1.232200 0.214171 -4.319795 -0.596 0.697 -0.547 -0.127
C -0.408470 -0.726013 -5.128960 0.803 -0.192 -0.167 -0.164
C 1.077371 -0.299767 -5.329630 0.521 -0.492 -0.988 -0.178
C 1.700575 0.423248 -4.188100 0.726 0.147 0.073 -0.149
C 1.429271 1.675722 -3.798387 0.870 -0.167 -0.379 -0.115
C 0.935756 2.716110 -4.739410 -1.354 0.294 -0.418 -0.149
C -0.347233 2.231853 -5.493210 0.411 0.560 -0.720 -0.166
C 1.635953 1.338877 1.899787 0.291 -0.063 0.473 -0.258
H -2.053465 2.182942 -4.186761 0.192 -0.279 0.470 0.083
H -1.950338 -0.267445 -3.664754 -0.105 0.242 0.029 0.061
H -0.836829 -0.808320 -6.142323 -0.035 -0.170 0.399 0.135
H -0.433040 -1.729866 -4.675534 -0.018 0.218 -0.212 0.102
H 1.650138 -1.219906 -5.503851 -0.099 0.185 -0.036 0.118
H 1.184230 0.271998 -6.258229 -0.036 -0.224 0.150 0.109
H 2.549691 -0.124193 -3.769489 -0.692 0.078 0.801 0.095
H 1.706365 2.046200 -2.822144 0.733 -0.082 -0.117 0.070
H 1.718336 2.934902 -5.494567 -0.335 -0.031 0.488 0.136
H 0.705771 3.655115 -4.201163 0.158 -0.392 -0.260 0.116
H -0.838587 3.109690 -5.943928 0.101 -0.352 0.162 0.124
H -0.049188 1.575760 -6.323498 -0.293 0.441 0.295 0.100
H 1.326251 1.950649 2.765255 0.182 -0.239 -0.343 0.015
H 2.509808 1.796263 1.415736 -0.308 -0.113 0.296 0.004
H 1.937735 0.340381 2.268099 -0.082 0.487 0.109 -0.008
P 1.730492 -0.302949 -0.435871 3.566 -0.158 -0.131 0.998
P -1.384852 -1.106635 -0.210548 -2.640 0.153 -1.064 1.043
N 3.046065 0.760616 -1.070537 -1.610 -0.163 0.673 -0.208
N 2.828381 -1.484940 0.263759 -0.736 0.597 0.207 -0.228
N -2.485737 0.154910 -0.816355 0.194 1.209 -0.131 -0.188
N -2.697709 -2.182865 0.127235 1.286 -0.081 0.959 -0.234
C 0.932709 -1.210431 -1.761167 -0.625 -0.854 -0.754 -0.359
C -0.434636 -1.917148 -1.505422 0.316 -0.132 -0.106 -0.303
C 3.039298 2.152718 -0.877166 0.944 0.305 -0.526 -0.204
C 4.187039 2.691523 -1.442718 -1.132 -0.730 0.320 -0.052
C 4.918868 1.613313 -2.034626 -1.162 -0.964 0.535 -0.038
C 4.214217 0.439147 -1.774242 0.307 0.806 -0.180 -0.115
C 3.763274 -1.190117 1.270939 0.362 -0.747 0.211 -0.138
C 4.439844 -2.351769 1.614080 -0.849 0.859 -0.506 -0.045
C 3.908675 -3.407812 0.802697 -0.870 0.839 -0.524 -0.049
C 2.922552 -2.854349 -0.005438 0.623 -0.544 0.602 -0.132
C -2.020767 1.455991 -0.319343 -0.232 -0.563 -0.669 -0.332
C -2.523120 2.430234 -1.243765 -0.299 -0.995 0.496 0.009
C -3.314929 1.752631 -2.174051 0.305 -0.282 0.270 -0.041
C -3.304849 0.367938 -1.884128 0.747 0.682 0.729 -0.049
C -3.820685 -2.506689 -0.642598 -0.526 -0.510 0.578 -0.116
C -4.718576 -3.188386 0.167584 1.194 0.688 -0.083 -0.033
C -4.134219 -3.279087 1.475282 0.999 0.531 -0.254 -0.041
C -2.900360 -2.655798 1.422409 -0.983 -0.491 0.023 -0.139
H 1.646009 -1.963304 -2.123433 -0.169 0.375 -0.283 0.096
H 0.754275 -0.468119 -2.553499 0.298 -0.056 0.177 0.043
H -1.048663 -1.961733 -2.427448 0.485 -0.124 0.342 0.086
H -0.286024 -2.954103 -1.137896 -0.160 0.443 -0.128 0.111
H 2.225836 2.641893 -0.354703 0.239 -0.043 -0.194 0.082
H 4.453753 3.739660 -1.431677 -0.028 -0.164 -0.031 0.111
H 5.833014 1.697873 -2.603210 -0.009 -0.137 0.182 0.112
H 4.452384 -0.588643 -2.009144 -0.032 0.106 0.016 0.120
H 3.876079 -0.178475 1.635880 0.114 -0.211 -0.124 0.104
H 5.225451 -2.426689 2.360171 -0.213 0.038 -0.256 0.115
H 4.217348 -4.445658 0.815168 -0.097 0.199 -0.094 0.112
H 2.302571 -3.314008 -0.759563 0.097 -0.068 0.138 0.097
H -2.208971 1.530169 0.790436 -0.306 0.251 -0.864 0.090
H -2.310512 3.492819 -1.156758 -0.348 -0.207 -0.128 0.131
H -3.792123 2.165622 -3.045904 -0.301 0.126 0.181 0.121
H -3.882548 -0.438253 -2.344547 0.563 0.487 -0.046 0.128
H -3.860896 -2.274889 -1.694258 -0.029 -0.180 0.115 0.096
H -5.683587 -3.572495 -0.121722 0.094 -0.011 -0.127 0.113
H -4.535179 -3.755563 2.357940 -0.092 0.042 -0.163 0.112
H -2.137600 -2.490929 2.172404 -0.319 -0.180 -0.142 0.046
C -0.376156 2.044085 5.114216 0.350 0.077 -0.195 -0.174
Si -1.307478 1.689575 3.506236 -0.088 -0.538 1.072 0.421
C -3.072384 1.549912 4.129119 -0.164 0.095 -0.476 -0.160
C -1.080879 3.131127 2.315265 -0.331 0.197 -0.098 -0.187
C -0.853403 0.097310 2.505479 -0.559 0.212 0.462 -0.495
Si -0.296307 -1.221267 3.839287 0.403 -0.726 0.392 0.446
C -1.776425 -1.875781 4.821078 -0.098 0.271 -0.308 -0.160
C 0.457056 -2.701775 2.961213 -0.016 0.072 -0.035 -0.174
C 0.953538 -0.791573 5.210716 -0.052 0.195 -0.341 -0.176
H -0.476742 3.115366 5.354772 -0.009 -0.242 -0.176 0.055
H 0.693141 1.805369 5.098309 -0.227 0.190 0.062 0.022
H -0.832176 1.503176 5.957874 0.131 0.074 -0.382 0.046
H -3.446134 2.559351 4.352220 -0.004 -0.186 -0.061 0.053
H -3.733403 1.090474 3.384843 -0.102 0.108 0.179 0.038
H -3.138961 0.973609 5.062890 0.141 0.078 -0.354 0.042
H -0.377428 2.971846 1.443065 -0.359 0.766 0.592 0.003
H -2.070207 3.444215 1.954624 0.325 0.027 -0.225 0.052
H -0.712754 3.942476 2.964448 0.286 -0.078 -0.675 0.067
H -1.858746 -0.286083 2.177507 0.589 0.168 0.513 -0.020
H -2.667489 -2.043837 4.198286 0.116 0.044 0.383 0.024
H -1.459013 -2.845724 5.242980 -0.120 0.349 -0.127 0.058
H -2.028763 -1.208952 5.661816 -0.029 -0.261 -0.330 0.040
H 1.361571 -2.424479 2.402195 -0.084 -0.176 0.093 0.011
H 0.738333 -3.399958 3.769312 -0.014 0.133 -0.438 0.056
H -0.240635 -3.223050 2.292083 0.263 0.011 0.086 0.020
H 1.768518 -0.133915 4.863482 -0.203 -0.275 0.339 0.032
H 0.451274 -0.350942 6.091367 0.372 -0.144 -0.493 0.036
H 1.393297 -1.756079 5.531213 -0.167 0.426 -0.216 0.052
```
Positions in Å, forces in eV/Å.

Properties
Strongest force on any atom: 3.57 eV/A
E_LUMO (spin up / spin down): -7.626 / -7.636 eV
2S+1: 3
Orbital gap (spin up / spin down): 5.69 / 5.68 eV
Net charge: +2
Highest occupied orbital energy (spin up / spin down): -13.3 / -13.3 eV
ΔE to the lowest compared entry with this formula, charge and spin: 0.00 kJ/mol

---

2.
A cluster of 6 separate species, C34H54N6O8S2 in total at a distorted geometry. Source: the OMol25 dataset; level of theory: ωB97M-V with the def2-TZVPD basis set.

```
104
Properties=species:S:1:pos:R:3:forces:R:3:lowdin_charge:R:1
O 1.505112 -7.494353 6.749996 0.320 -1.634 -6.062 0.101
C 1.514267 -7.817394 5.533062 0.021 0.158 1.264 -0.371
O 2.352788 -7.302142 4.484906 -1.156 -0.630 1.715 -0.026
C 1.853029 -7.715498 3.165001 -0.164 -0.061 -0.048 -0.077
C 0.375374 -8.132601 3.611493 0.701 1.490 -1.140 -0.254
C -0.553251 -8.888348 2.545304 -0.515 0.487 0.952 -0.101
C -1.736429 -7.888153 2.097887 0.617 0.057 -0.771 -0.237
C -1.543516 -7.532304 0.516146 -0.625 -1.042 1.080 -0.446
S -2.383072 -5.897749 0.239897 0.343 0.488 -0.273 0.804
C -1.149880 -4.567993 -0.119463 1.431 0.834 -2.301 -0.961
S -0.831974 -4.222341 -1.749970 -0.649 -0.620 2.619 0.670
N -0.430580 -3.746976 0.874880 -0.512 -2.876 1.160 -0.125
C -0.989110 -3.852616 2.236120 -1.420 -0.169 5.288 -0.177
C -2.482825 -3.457424 2.577205 1.892 -0.889 1.897 -0.026
C -3.097938 -3.522987 3.997401 3.277 -0.952 -0.262 -0.066
C -2.250152 -3.981036 5.245802 2.136 0.078 -4.452 -0.062
C -0.765622 -4.380540 4.935247 -2.125 1.138 -2.283 -0.062
C -0.141223 -4.325073 3.484684 -3.323 0.917 0.711 -0.009
C 1.034272 -3.927018 0.833091 5.067 0.601 -0.076 -0.209
C 1.914103 -2.773180 1.441359 1.327 -1.743 -1.202 0.005
C 3.464105 -2.767771 1.454423 -2.146 -3.541 -1.594 -0.062
C 4.204529 -4.007386 0.830727 -3.484 0.089 -0.030 -0.072
C 3.372934 -5.187472 0.198271 -1.544 3.366 1.720 -0.061
C 1.798038 -5.129295 0.216725 1.879 2.163 1.342 -0.041
O 0.658533 -8.778677 4.883805 0.787 1.584 1.014 0.008
H 2.500979 -8.535861 2.685408 -1.024 0.752 1.203 0.143
H 1.994207 -6.827557 2.455381 -0.739 -1.003 1.191 0.115
H -0.087586 -7.133061 3.947365 0.206 -1.406 -1.003 0.134
H -1.044030 -9.786969 3.058645 1.023 1.099 -0.816 0.126
H 0.006849 -9.199015 1.586448 -0.609 0.237 1.811 0.119
H -1.749186 -6.882669 2.642344 0.234 -1.571 -0.473 0.081
H -2.745924 -8.389947 2.287248 1.346 0.791 -0.495 0.115
H -0.457997 -7.587818 0.166923 -1.538 0.288 0.526 0.076
H -2.169832 -8.323640 -0.051675 1.154 1.543 0.485 0.093
H -3.136162 -3.113257 1.710123 0.956 -0.481 1.380 0.097
H -4.202551 -3.226704 4.128993 2.041 -0.509 -0.288 0.090
H -2.656156 -4.013330 6.314940 0.619 0.061 -1.922 0.087
H -0.083488 -4.710057 5.802378 -1.170 0.550 -1.606 0.092
H 0.960249 -4.612631 3.416237 -1.770 0.517 -0.104 0.087
H 1.377212 -1.856139 1.878241 0.836 -1.638 -0.774 0.117
H 4.043958 -1.881266 1.908010 -1.190 -1.710 -0.883 0.096
H 5.358168 -4.038789 0.843475 -2.169 -0.028 -0.094 0.086
H 3.923707 -6.078800 -0.287313 -1.151 1.663 0.948 0.091
H 1.239225 -6.010984 -0.238616 0.791 1.477 0.633 0.074
C 7.131148 0.291277 -0.956178 -0.100 0.221 0.093 -0.061
N 5.847169 0.670534 -0.403261 -0.532 -0.719 -0.003 -0.201
C 5.655283 2.032553 0.056321 -0.302 -0.062 0.070 -0.041
C 4.812863 -0.212978 -0.301508 0.327 0.367 -0.094 -0.334
O 3.710476 0.040568 0.151903 0.382 0.227 -0.015 -0.009
H 7.904447 0.446078 -0.199173 0.113 -0.066 -0.161 0.089
H 7.342198 0.916439 -1.827636 0.168 -0.123 0.011 0.091
H 7.132334 -0.757101 -1.259464 -0.084 0.108 0.054 0.085
H 5.392148 2.018754 1.116966 -0.009 0.171 -0.078 0.094
H 4.833160 2.486484 -0.502600 0.069 0.108 0.137 0.093
H 6.564587 2.617338 -0.088629 -0.069 -0.159 -0.025 0.088
H 5.064242 -1.217718 -0.678705 0.070 -0.005 -0.013 0.129
C 0.023438 -0.762927 -1.915763 0.137 0.216 0.150 -0.080
N -0.015689 0.684022 -1.964701 -0.800 0.410 -0.632 -0.185
C 1.021789 1.437100 -1.287647 -0.114 0.150 -0.028 -0.036
C -0.995929 1.358729 -2.626127 0.524 -0.377 0.366 -0.332
O -1.087982 2.573095 -2.706178 0.129 -0.137 0.159 -0.015
H -0.027436 -1.084215 -0.872251 0.003 -0.200 -0.110 0.078
H 0.960626 -1.108560 -2.360053 -0.079 -0.197 0.076 0.091
H -0.814029 -1.196463 -2.464672 0.062 0.133 0.061 0.059
H 0.561377 2.084916 -0.537118 0.144 0.018 -0.011 0.094
H 1.544372 2.061834 -2.017092 0.049 0.042 0.132 0.091
H 1.731871 0.763775 -0.805399 -0.159 0.045 -0.095 0.057
H -1.731835 0.692286 -3.104266 0.041 -0.084 0.026 0.134
C -0.159949 7.630609 -4.626641 -0.074 -0.280 0.199 -0.064
N 0.147717 6.234100 -4.860198 0.207 -0.002 -0.971 -0.198
C 0.248783 5.338155 -3.723206 -0.068 -0.293 -0.288 -0.043
C 0.344905 5.736028 -6.114278 -0.059 0.053 0.612 -0.352
O 0.605937 4.576177 -6.379276 -0.018 0.186 0.177 0.003
H 0.618532 8.063713 -3.991233 -0.044 0.175 -0.030 0.087
H -1.126365 7.701754 -4.122057 0.212 0.168 -0.149 0.053
H -0.204754 8.184731 -5.566270 0.033 -0.125 0.039 0.084
H 1.249013 4.897322 -3.704217 -0.099 -0.082 0.130 0.091
H -0.484787 4.537003 -3.832360 0.186 -0.013 0.229 0.070
H 0.067347 5.877586 -2.792401 -0.013 0.030 -0.170 0.087
H 0.245078 6.500134 -6.902659 -0.033 0.107 0.046 0.125
C -2.287465 10.990349 -0.804115 -0.064 0.086 -0.249 -0.063
N -2.604514 10.373351 -2.075682 0.058 -0.839 0.134 -0.204
C -2.900999 11.222254 -3.213435 -0.048 -0.263 -0.173 -0.043
C -2.632850 9.018834 -2.236776 -0.081 0.459 0.016 -0.333
O -2.891146 8.439172 -3.276070 -0.127 0.404 0.231 -0.002
H -3.133632 11.604853 -0.485815 0.137 0.033 0.157 0.089
H -1.402700 11.620840 -0.925016 -0.046 0.032 0.204 0.089
H -2.087101 10.235381 -0.041966 -0.035 0.023 -0.141 0.084
H -3.906999 10.996662 -3.575835 0.098 0.120 -0.111 0.094
H -2.185670 11.012609 -4.012624 -0.139 0.123 -0.051 0.092
H -2.839463 12.274456 -2.932515 0.020 -0.162 0.064 0.087
H -2.393241 8.468615 -1.312469 0.022 0.078 0.063 0.135
C -5.352331 3.265846 0.991361 0.178 -0.065 -0.226 -0.068
N -4.244464 2.493683 0.469088 0.143 -0.556 0.698 -0.205
C -3.779134 2.756003 -0.880042 0.289 -0.160 0.093 -0.042
C -3.623955 1.527033 1.205637 -0.130 0.332 -0.377 -0.347
O -2.689834 0.843857 0.826573 -0.200 0.197 -0.095 0.003
H -6.227136 3.108830 0.354803 -0.080 0.146 0.135 0.088
H -5.081831 4.325099 0.986241 -0.200 0.016 0.066 0.087
H -5.593732 2.963299 2.011959 0.082 -0.022 -0.104 0.081
H -3.866652 1.841208 -1.471429 0.104 0.153 -0.104 0.092
H -2.728150 3.050765 -0.844115 -0.101 -0.047 -0.262 0.081
H -4.367893 3.549732 -1.341934 0.020 -0.095 0.135 0.091
H -4.054352 1.408963 2.213650 -0.078 0.070 0.019 0.128
```
Positions in Å, forces in eV/Å.

Properties
Strongest force on any atom: 6.29 eV/A
E_LUMO: -1.023 eV
Orbital gap: 7.01 eV
Net charge: 0
Highest occupied orbital energy: -8.0 eV